[1]
This record from OMol25 describes a cluster of 10 separate species, C49H110N4O12S5 in total at a distorted geometry. The level of theory is the ωB97M-V functional and the def2-TZVPD basis.

- Total charge: 0
- Orbital gap: 8.018 eV
- Electronic energy: -137286.3061 eV
- E_LUMO: 0.1263 eV

Structure (XYZ):
```
180
Properties=species:S:1:pos:R:3:forces:R:3:lowdin_charge:R:1
C 0.986 -3.907 9.319 0.884 -1.344 0.683 -0.029
C 2.481 -3.547 9.753 -0.345 -1.605 -1.363 -0.453
C 3.292 -3.085 8.462 0.354 1.051 0.009 -0.116
C 4.550 -2.206 8.721 -1.918 -0.794 0.283 -0.177
C 4.180 -1.180 9.781 0.992 0.480 -0.045 -0.149
C 3.659 -1.773 11.102 0.485 -1.406 -0.530 -0.495
N 2.447 -2.610 10.837 2.059 2.901 -2.761 -0.169
O 1.746 -2.985 11.950 -0.438 -0.516 0.521 0.006
C 4.811 -2.544 11.799 -0.535 -0.857 1.072 -0.025
C 3.184 -0.675 11.970 -0.647 1.538 1.531 -0.067
C 3.222 -4.821 10.241 -1.174 -0.377 0.113 -0.038
H 0.238 -3.160 9.053 0.684 0.528 -0.194 0.077
H 0.503 -4.502 10.094 0.117 0.239 0.649 0.066
H 1.028 -4.694 8.565 0.186 0.399 -0.636 0.073
H 3.666 -3.925 7.877 -0.587 -0.542 0.265 0.110
H 2.673 -2.511 7.774 -0.384 0.044 0.174 0.108
H 4.954 -1.771 7.807 -0.419 0.213 -0.116 0.110
H 5.374 -2.831 9.066 -0.003 -0.002 0.468 0.102
H 3.528 -0.328 9.589 -0.482 -0.424 -1.126 0.119
H 5.150 -0.686 9.833 0.128 0.349 1.394 0.114
H 4.449 -2.873 12.773 -0.106 0.425 0.449 0.080
H 5.065 -3.536 11.426 0.114 0.420 -0.885 0.058
H 5.728 -1.981 11.972 -0.145 0.240 -0.212 0.088
H 2.241 -0.193 11.715 -0.088 -0.184 -1.031 0.088
H 2.899 -1.017 12.965 0.741 -0.125 0.255 0.083
H 3.888 0.156 12.012 0.312 -0.184 0.334 0.094
H 3.046 -4.871 11.316 0.608 -0.047 0.140 0.080
H 4.268 -4.792 9.936 -0.072 -0.176 0.370 0.071
H 2.753 -5.741 9.892 0.150 -0.043 -0.501 0.077
H 0.956 -2.465 11.784 -0.469 -0.201 0.684 0.113
C -6.790 -4.636 -3.687 -1.014 0.993 -0.287 -0.039
C -7.328 -5.779 -2.806 -1.546 0.580 -0.352 -0.476
C -7.779 -7.008 -3.618 0.291 -1.269 0.000 -0.153
C -6.602 -7.813 -4.171 0.914 2.638 -0.117 -0.175
C -5.580 -8.163 -3.076 -1.147 -0.826 -0.214 -0.145
C -5.143 -7.002 -2.220 0.557 0.474 0.831 -0.448
N -6.342 -6.160 -1.798 0.137 -4.077 -1.681 -0.135
O -5.849 -5.094 -1.150 0.422 2.710 1.349 -0.034
C -4.481 -7.464 -0.861 0.410 0.918 -0.566 -0.035
C -3.980 -6.242 -2.976 -0.965 0.717 0.991 -0.030
C -8.654 -5.224 -2.097 1.950 -0.855 0.867 -0.025
H -6.438 -4.871 -4.692 0.808 -0.322 0.403 0.080
H -6.194 -3.976 -3.057 0.977 -0.515 -0.361 0.084
H -7.540 -3.883 -3.930 -0.878 -0.343 -0.027 0.072
H -8.328 -7.827 -3.154 -0.592 0.720 1.303 0.117
H -8.462 -6.675 -4.400 0.249 0.181 -0.279 0.118
H -6.094 -7.004 -4.696 0.397 -0.512 -1.164 0.084
H -6.954 -8.593 -4.846 0.428 -0.128 0.195 0.116
H -4.655 -8.515 -3.533 -0.192 -0.547 0.015 0.119
H -6.048 -8.926 -2.454 0.314 -0.293 0.219 0.117
H -3.529 -7.988 -0.938 -0.218 -0.597 -0.733 0.076
H -4.099 -6.534 -0.441 -0.501 0.081 0.547 0.068
H -5.107 -7.996 -0.145 -0.282 0.182 -0.278 0.082
H -3.067 -6.838 -2.971 -0.234 -0.235 -0.344 0.082
H -4.259 -5.865 -3.960 0.097 -0.383 -0.115 0.070
H -3.731 -5.358 -2.390 -0.013 0.142 0.022 0.074
H -8.486 -4.251 -1.636 -0.226 0.589 -0.811 0.069
H -8.781 -5.801 -1.181 -0.484 -0.719 -0.227 0.077
H -9.510 -5.309 -2.767 0.115 0.353 0.208 0.083
H -6.613 -4.822 -0.636 0.226 0.345 0.609 0.106
C 0.850 -1.022 -7.780 0.281 -0.455 -1.227 -0.016
C 1.876 -0.696 -8.931 1.213 1.023 1.172 -0.450
C 3.303 -1.413 -8.798 -1.704 -2.117 -0.307 -0.103
C 3.207 -2.907 -9.292 -0.515 0.789 0.669 -0.186
C 2.717 -2.961 -10.738 -0.140 0.042 0.738 -0.130
C 1.409 -2.143 -11.020 -0.614 0.926 -0.631 -0.462
N 1.357 -0.852 -10.286 4.095 -3.028 0.910 -0.193
O 0.276 -0.106 -10.572 -1.295 1.419 -0.470 0.001
C 1.352 -1.766 -12.519 -0.635 0.173 0.142 -0.044
C 0.146 -2.972 -10.677 0.477 -0.251 0.817 -0.033
C 2.278 0.824 -8.799 -0.312 -0.741 -1.122 -0.046
H 1.401 -1.079 -6.841 -0.461 0.210 0.149 0.080
H 0.262 -1.924 -7.949 0.692 -0.667 0.017 0.059
H 0.004 -0.335 -7.810 0.518 0.789 0.385 0.075
H 4.105 -0.935 -9.360 -0.378 0.329 -0.295 0.107
H 3.649 -1.432 -7.764 -0.325 0.252 0.176 0.107
H 2.533 -3.521 -8.694 -0.379 0.415 0.434 0.099
H 4.153 -3.421 -9.119 0.280 0.122 -0.516 0.103
H 2.455 -3.998 -10.951 0.109 -0.079 -0.306 0.113
H 3.605 -2.711 -11.320 -0.476 0.443 -0.679 0.116
H 0.361 -1.419 -12.811 -0.428 -0.545 0.197 0.073
H 1.898 -0.857 -12.771 0.966 -0.428 0.118 0.081
H 1.602 -2.643 -13.117 0.201 0.247 -0.217 0.084
H -0.074 -3.785 -11.368 0.275 -0.053 -0.048 0.082
H 0.336 -3.370 -9.680 -0.141 -0.499 0.030 0.064
H -0.775 -2.401 -10.554 0.231 0.452 -0.361 0.081
H 3.005 0.972 -9.597 0.032 0.225 -0.140 0.073
H 2.786 1.147 -7.891 -0.519 -0.266 0.278 0.085
H 1.393 1.405 -9.060 0.116 0.391 0.543 0.070
H 0.793 0.588 -10.988 -1.164 0.881 -0.453 0.109
C 9.045 0.398 -0.305 1.875 0.134 0.665 -0.044
C 8.424 -0.047 -1.628 -0.637 -0.795 0.913 -0.464
C 9.417 -0.562 -2.710 0.877 1.528 0.533 -0.142
C 10.083 -1.899 -2.422 -2.119 0.545 -2.285 -0.191
C 8.938 -2.915 -2.522 0.920 1.045 2.244 -0.138
C 7.916 -2.579 -1.348 -0.672 -3.273 -2.570 -0.515
N 7.503 -1.211 -1.364 -0.623 0.893 -1.544 -0.096
O 6.495 -1.018 -0.337 1.268 0.332 -0.523 -0.016
C 6.657 -3.531 -1.684 0.590 1.487 1.347 -0.023
C 8.508 -3.007 -0.017 0.037 0.454 -1.262 -0.025
C 7.638 1.175 -2.083 -0.607 0.573 -0.867 -0.040
H 8.486 0.059 0.566 0.194 -0.174 -0.136 0.086
H 9.276 1.451 -0.145 -1.061 0.532 -0.466 0.074
H 10.105 0.146 -0.261 0.072 -1.270 0.320 0.075
H 8.953 -0.484 -3.693 -0.270 -0.524 0.037 0.117
H 10.268 0.115 -2.794 -0.186 0.800 0.223 0.117
H 10.683 -1.797 -1.517 0.027 -0.722 -0.191 0.110
H 10.583 -2.186 -3.348 1.342 0.515 0.407 0.111
H 9.523 -3.833 -2.468 -1.076 -0.856 0.710 0.113
H 8.520 -2.901 -3.529 -0.283 0.373 0.150 0.118
H 6.180 -3.605 -0.706 -0.330 -0.740 -0.117 0.062
H 5.904 -3.063 -2.317 0.363 0.125 -0.308 0.074
H 6.982 -4.486 -2.097 -0.056 0.022 0.251 0.073
H 8.790 -4.057 -0.083 -0.265 -0.033 0.450 0.091
H 9.417 -2.407 0.011 -0.031 -0.049 1.096 0.068
H 7.709 -2.752 0.680 0.697 -0.250 0.687 0.085
H 6.666 1.307 -1.608 0.127 -0.127 0.603 0.076
H 7.353 1.251 -3.132 0.382 -0.484 -0.329 0.081
H 8.221 2.065 -1.846 -0.113 0.001 -0.151 0.081
H 5.954 -0.354 -0.769 -0.448 -0.060 0.112 0.084
C -1.408 9.090 5.188 -0.207 -0.092 -1.849 -0.236
S -2.764 9.500 3.945 0.240 1.821 1.208 0.830
O -3.060 10.972 4.277 0.466 -2.030 -0.980 -0.594
C -1.885 9.407 2.289 -0.070 1.152 0.804 -0.255
H -0.548 9.569 4.718 0.226 -0.012 0.524 0.036
H -1.287 8.007 5.186 0.082 0.018 0.134 0.036
H -1.631 9.482 6.180 -0.287 0.070 -0.384 0.050
H -2.636 9.862 1.643 -0.416 -0.877 -0.234 0.038
H -1.519 8.410 2.048 -0.495 0.024 -0.057 0.047
H -1.096 10.143 2.130 0.461 -0.075 0.827 0.048
C 5.043 6.266 5.389 0.581 -0.429 -0.587 -0.265
S 5.238 7.641 4.165 0.801 -1.011 0.233 0.828
O 6.669 7.645 3.676 -1.574 -0.276 0.433 -0.563
C 4.155 6.800 2.977 -0.651 0.744 -0.606 -0.293
H 5.710 6.365 6.245 -0.323 0.453 0.046 0.048
H 5.367 5.356 4.884 0.176 0.025 -0.222 0.046
H 3.998 6.081 5.635 0.030 0.518 0.248 0.048
H 3.133 6.808 3.356 0.028 0.011 0.488 0.046
H 4.362 5.781 2.649 0.607 0.136 0.220 0.063
H 4.085 7.481 2.129 0.325 -0.180 -0.258 0.042
C -2.819 2.837 -1.225 0.890 -0.757 0.840 -0.229
S -1.695 1.451 -0.592 1.573 0.312 0.879 0.843
O -0.242 1.968 -0.461 -2.620 -0.429 -0.255 -0.604
C -2.300 1.323 1.193 0.809 0.576 -0.107 -0.252
H -3.485 3.076 -0.396 -0.096 0.229 -0.329 0.031
H -3.340 2.488 -2.117 0.011 -0.071 0.217 0.036
H -2.145 3.655 -1.480 -0.086 -0.004 0.151 0.046
H -3.136 0.658 1.412 -0.358 0.397 -0.626 0.046
H -2.390 2.345 1.563 -0.620 0.022 -0.102 0.040
H -1.504 0.941 1.831 0.502 -0.270 -0.659 0.042
C -6.127 11.159 -7.242 -0.079 -0.461 -0.967 -0.252
S -4.906 9.759 -7.290 -0.669 0.315 2.270 0.822
O -5.131 9.163 -5.898 0.460 0.217 -1.791 -0.592
C -5.725 8.676 -8.504 0.329 0.840 0.143 -0.268
H -7.110 10.734 -7.039 0.075 -0.142 0.100 0.048
H -6.169 11.664 -8.207 0.088 -0.029 -0.121 0.042
H -5.906 11.910 -6.484 0.476 -0.461 0.095 0.050
H -5.696 9.195 -9.463 -0.512 0.289 0.032 0.047
H -6.718 8.506 -8.087 0.029 -0.396 -0.439 0.054
H -5.104 7.802 -8.698 -0.199 -0.175 0.682 0.049
C -11.144 6.602 0.572 -0.440 0.517 -0.066 -0.291
S -10.635 5.914 2.191 -0.167 -1.702 -0.383 0.839
O -11.824 5.878 3.138 1.336 -0.107 -1.816 -0.566
C -10.320 4.163 1.444 -0.774 -0.052 1.092 -0.237
H -11.422 7.618 0.852 -0.624 -0.082 -0.248 0.038
H -11.910 6.014 0.066 -0.598 0.149 0.711 0.049
H -10.449 6.731 -0.258 1.060 -0.288 0.679 0.054
H -11.092 3.837 0.747 0.025 0.644 -0.384 0.039
H -10.460 3.426 2.236 0.224 0.328 0.516 0.035
H -9.317 3.996 1.053 -0.041 0.594 -0.098 0.041
C -5.872 2.505 10.758 -0.822 -0.133 0.328 -0.115
C -4.724 3.261 10.241 -0.230 0.374 -0.885 -0.099
O -4.847 2.856 8.838 1.670 2.382 0.185 0.073
C -5.221 1.603 8.808 0.947 -2.470 -2.495 -0.615
O -5.056 0.867 7.842 -0.824 1.391 2.206 0.124
O -5.702 1.264 9.997 -1.114 -0.365 1.693 0.078
H -6.819 2.969 10.485 -0.096 -0.161 -0.136 0.137
H -5.843 2.431 11.845 0.005 -0.911 -0.163 0.137
H -3.838 2.874 10.745 0.469 0.086 -0.625 0.138
H -4.783 4.347 10.311 -0.004 -0.188 -0.118 0.141
```
Forces are in eV/Å.

=====

[2]
This record from OMol25 describes a cluster of 2 separate species, C2H3ClNP in total at a distorted geometry. The level of theory is the ωB97M-V functional and the def2-TZVPD basis.

- Total charge: 0
- Orbital gap (spin up / spin down): 7.311 / 7.645 eV
- Electronic energy: -25419.1024 eV
- E_LUMO (spin up / spin down): 0.7893 / -2.2179 eV
- Spin multiplicity: 3
- <S²>: 2.016

Structure (XYZ):
```
8
Properties=species:S:1:pos:R:3:forces:R:3:lowdin_spin:R:1
C -0.707 -0.447 -1.319 -0.064 1.509 2.297 0.224
C -0.298 0.628 -0.452 -2.279 -1.805 1.412 0.477
N -1.472 -1.427 -1.496 0.585 0.288 -0.953 0.377
P 0.640 0.705 -1.816 2.054 0.544 -2.902 0.864
Cl 1.079 1.119 3.002 -0.994 0.315 -0.513 0.002
H 2.131 0.823 3.599 1.014 -0.298 0.560 0.000
H -0.333 0.686 0.630 -0.004 -0.133 -0.271 0.026
H -1.040 -2.086 -2.149 -0.312 -0.421 0.370 0.030
```
Forces are in eV/Å.